# 1
DFT (wB97M-V/def2-TZVPD) results for a single C5H13N3O molecule.

## Properties
ΔE to the lowest compared entry with this formula, charge and spin (kJ/mol): 206.5
DFT total energy (eV): -11912.4769
E_HOMO (hartree): -0.32298
LUMO energy (eV): 0.74
Total charge: 0
Spin multiplicity: 1

Geometry (Å):
H (1.1095, 3.8244, -0.2358)
H (-1.0968, -1.5985, -1.7501)
O (1.4176, 0.1252, -1.9702)
H (1.2442, 1.0762, 0.8178)
H (-0.2180, 2.6760, -0.4963)
H (-1.5504, -0.0189, 1.5025)
H (-1.4644, -0.2120, -0.9869)
H (0.8078, -2.0341, 1.3767)
N (-1.5976, -1.2178, -0.9537)
C (-1.7704, -1.0887, 1.4749)
H (0.9487, -2.2089, -0.3783)
C (0.8360, 2.8729, -0.6935)
N (1.6290, 1.7765, -0.1271)
C (-1.0567, -1.7488, 0.2983)
N (0.9390, -0.2493, 0.3343)
H (2.6263, 1.9657, -0.1907)
H (0.9861, 2.9231, -1.7737)
H (-1.2805, -2.8217, 0.3157)
C (0.4810, -1.6198, 0.4191)
H (-2.8491, -1.2138, 1.3804)
H (-1.4468, -1.5226, 2.4227)
C (1.3057, 0.3148, -0.7863)

# 2
DFT (wB97M-V/def2-TZVPD) results for 2 unconnected molecules or ions with the total composition C5H13N3O2.

## Properties
ΔE to the lowest compared entry with this formula, charge and spin (kJ/mol): 869.6
DFT total energy (eV): -13953.0212
E_HOMO (hartree): -0.26951
LUMO energy (eV): 0.83
Total charge: 0
Spin multiplicity: 1

Geometry (Å):
H (-3.0355, 0.2700, 0.3361)
H (1.9781, -1.3372, -1.0809)
N (-0.3722, 0.4154, 0.3193)
H (-2.0141, -1.2681, -1.1579)
H (-2.5946, 1.1927, -1.0865)
C (2.1144, -1.0235, 0.0337)
H (-0.4675, -1.8927, -1.3370)
C (-1.2320, -1.7640, -0.6423)
O (1.3500, 1.6582, -0.2100)
C (-0.7920, -1.0097, 0.5379)
H (-3.2303, 2.0151, 0.3630)
N (4.2247, 0.0090, -0.5194)
H (4.0590, 0.9899, -0.6589)
H (5.1259, 0.1201, -0.0440)
H (-0.6717, 2.4068, 0.6126)
H (-1.5808, 1.4544, 1.6988)
N (0.7797, 0.5601, -0.1524)
H (0.1550, -1.3231, 0.7793)
O (3.1352, -0.4772, 0.4564)
C (-2.6754, 1.2367, -0.0130)
H (-1.5837, -2.7381, -0.3075)
H (-1.3662, -0.9943, 1.3955)
C (-1.3059, 1.4997, 0.6770)

# 3
DFT (wB97M-V/def2-TZVPD) results for a single C5H13N3O2 molecule.

## Properties
ΔE to the lowest compared entry with this formula, charge and spin (kJ/mol): 0.0
DFT total energy (eV): -13962.0343
E_HOMO (hartree): -0.33223
LUMO energy (eV): 0.70
Total charge: 0
Spin multiplicity: 1

Geometry (Å):
N (1.6233, -0.7103, -0.8148)
C (-0.4449, 0.3343, 0.2536)
H (-3.0418, -0.4278, 0.0141)
N (-1.0447, 0.6778, -1.0200)
H (1.4391, -0.1855, 1.1794)
H (1.2757, -1.6468, -0.6335)
H (-0.6473, 1.5418, -1.3698)
C (-2.6098, -0.7334, 0.9630)
O (1.2482, 2.5930, 0.4857)
C (1.1048, 0.1912, 0.2040)
C (1.7420, 1.5782, 0.0433)
H (-0.8801, -0.0655, -1.6917)
H (-0.6622, 1.1506, 0.9505)
H (-3.0887, -1.6506, 1.3048)
H (-0.6595, -1.1914, 1.7654)
H (1.2559, -0.4368, -1.7237)
H (-1.4766, -2.7101, 0.0434)
N (2.9063, 1.5479, -0.6307)
H (3.2603, 0.6566, -0.9379)
O (-0.8401, -2.0061, -0.1173)
H (-2.7897, 0.0472, 1.6955)
H (3.4405, 2.3912, -0.7519)
C (-1.1106, -0.9457, 0.7885)

# 4
DFT (wB97M-V/def2-TZVPD) results for 2 unconnected molecules or ions with the total composition C5H13N3O2.

## Properties
ΔE to the lowest compared entry with this formula, charge and spin (kJ/mol): 204.0
DFT total energy (eV): -13959.9195
E_HOMO (hartree): -0.30662
LUMO energy (eV): 0.53
Total charge: 0
Spin multiplicity: 1

Geometry (Å):
O (-0.7092, 1.0137, -3.3718)
N (-0.1172, -1.8512, 0.8229)
N (-2.0374, -1.9313, 2.1609)
H (2.5105, -0.0356, 0.7072)
C (2.2531, -1.0829, 0.7202)
H (-1.6994, -2.8774, 2.1987)
H (0.7536, -0.6109, -0.6433)
H (2.0403, -1.3864, 1.7892)
H (-1.6675, 0.3436, 2.5678)
C (0.2858, 2.8883, -2.1220)
C (-0.4558, 1.6302, -2.3600)
H (-0.2715, 3.7975, -2.1575)
H (1.1378, -2.4847, -0.5407)
H (-0.4179, 0.7099, 1.3587)
O (-1.0664, 1.2175, -1.2260)
N (-1.0268, 0.1242, 1.8510)
H (-2.9577, -1.8338, 1.7621)
H (-1.8277, 0.5376, -1.4158)
H (3.1595, -1.6467, 0.4785)
H (1.0292, 2.8602, -1.3312)
H (1.0747, 3.3231, -2.7632)
C (0.9890, -1.5220, -0.0024)
C (-0.9790, -1.1828, 1.5169)

# 5
DFT (wB97M-V/def2-TZVPD) results for 2 unconnected molecules or ions with the total composition C5H13N3O3S.

## Properties
ΔE to the lowest compared entry with this formula, charge and spin (kJ/mol): 367.4
DFT total energy (eV): -26838.9017
E_HOMO (hartree): -0.35968
LUMO energy (eV): -0.88
Total charge: 0
Spin multiplicity: 1

Geometry (Å):
H (0.1369, 1.5899, -0.8644)
H (-0.5042, -0.9046, 1.7669)
C (1.6209, -1.4663, -0.0308)
H (-1.7720, 0.2476, 0.5493)
C (0.2506, 0.5279, -1.2190)
H (-1.0998, -1.5240, 0.2686)
H (2.2064, 1.1113, 0.7961)
O (-5.2287, -0.5993, 0.1849)
H (1.1018, 0.4157, -1.9592)
N (-3.3494, 1.7988, 0.0824)
O (-3.5469, -1.0218, -1.5589)
N (-4.0866, 2.7466, 0.0699)
H (1.5477, -0.1271, 2.1570)
H (2.4673, -1.1964, -0.6216)
N (-0.5717, -0.7705, 0.7771)
C (1.2915, 0.5785, 1.2695)
C (0.7385, -0.3022, 0.1432)
H (2.0337, -2.0754, 0.9052)
O (-3.2668, -1.8631, 0.6136)
S (-3.9127, -0.9248, -0.2075)
H (0.6534, 1.3111, 1.7194)
C (-2.8577, 0.7195, 0.2399)
H (-0.7070, 0.0722, -1.3343)
H (-4.3131, 3.1768, -0.7856)
H (1.0947, -2.2582, -0.4803)

# 6
DFT (wB97M-V/def2-TZVPD) results for a single C5H13N3O3S molecule.

## Properties
ΔE to the lowest compared entry with this formula, charge and spin (kJ/mol): 0.0
DFT total energy (eV): -26842.7094
E_HOMO (hartree): -0.35979
LUMO energy (eV): 0.41
Total charge: 0
Spin multiplicity: 1

Geometry (Å):
H (-2.4556, -0.2749, -0.4050)
C (-0.6319, 2.2985, 0.7714)
H (0.3406, 2.3341, 1.2518)
H (2.9288, -1.0305, 1.0239)
H (-1.3888, 2.5901, 1.5061)
C (-0.1353, -0.1148, 0.4764)
H (1.2921, 1.6254, -0.8196)
H (-2.6262, 1.4609, -0.7773)
H (-0.5993, -1.2001, -2.4576)
N (0.0831, -1.7234, -1.9426)
N (1.2000, -0.0365, 0.4470)
H (1.9753, -1.8616, -0.2512)
C (1.9284, -1.2753, 0.6693)
H (-2.9578, 0.8574, 0.8627)
S (-0.7037, -2.4583, -0.8613)
H (-0.6644, 3.0164, -0.0502)
H (2.7010, 0.5685, -0.8372)
H (2.4506, 1.6572, 0.5389)
O (-2.1313, -2.4892, -1.0112)
C (-2.3242, 0.7363, -0.0198)
C (1.9452, 1.0219, -0.1953)
O (-0.6919, -1.2476, 0.6166)
H (1.4086, -1.8734, 1.4145)
N (-0.9268, 0.9649, 0.2991)
O (-0.0167, -3.5460, -0.2494)

# 7
DFT (wB97M-V/def2-TZVPD) results for a molecular structure, C5H13N3RuS3.

## Properties
ΔE to the lowest compared entry with this formula, charge and spin (kJ/mol): 78.2
Expectation value of S²: 0.77
DFT total energy (eV): -44947.1256
E_HOMO (alpha / beta) (hartree): -0.40223 / -0.40252
LUMO energy (alpha / beta) (eV): -5.11 / -4.72
Total charge: +1
Spin multiplicity: 2

Geometry (Å):
H (1.0000, 2.5516, -1.0929)
C (2.2368, 0.7893, -1.2574)
H (0.1383, 0.2630, 2.7480)
H (2.0377, -0.8085, -0.0052)
H (2.4394, -0.0132, 1.9700)
H (3.1835, 1.3156, -1.1198)
H (1.0107, 2.5349, 1.0991)
N (-0.0594, 1.0041, -2.0203)
C (-3.2112, -0.1038, -0.2575)
C (1.1985, 1.7493, -1.8042)
C (2.2648, 0.7828, 1.2439)
H (0.0722, 0.3113, -2.7536)
N (1.7779, 0.1711, 0.0005)
N (-0.0113, 0.9740, 2.0359)
Ru (-0.6149, 0.2341, 0.0498)
H (-0.7689, 1.5760, 2.3534)
H (-0.8041, 1.6282, -2.3234)
H (3.2100, 1.3081, 1.0937)
H (1.6136, 2.1921, 2.7200)
S (-4.4257, -0.3188, -1.3173)
H (2.4015, -0.0044, -1.9881)
C (1.2319, 1.7345, 1.8055)
S (-2.7022, 1.4407, 0.3238)
H (1.5701, 2.2020, -2.7249)
S (-2.2085, -1.4065, 0.3043)

# 8
DFT (wB97M-V/def2-TZVPD) results for a molecular structure, C5H13N4O4S2.

## Properties
ΔE to the lowest compared entry with this formula, charge and spin (kJ/mol): 0.0
DFT total energy (eV): -41217.4748
E_HOMO (hartree): -0.20673
LUMO energy (eV): 3.12
Total charge: -1
Spin multiplicity: 1

Geometry (Å):
H (-2.4360, -0.0466, -1.7843)
O (2.6485, -0.4799, -0.7088)
H (-1.5574, 0.1544, 1.5039)
S (2.5263, -0.1045, 0.6945)
C (0.7330, -2.2566, 0.4695)
N (-2.3258, 0.7796, 1.2843)
H (0.2735, -3.0309, 1.1053)
C (-0.2196, -1.9369, -0.7084)
H (1.5023, 3.4757, 0.5945)
H (0.3773, -0.4271, 1.6912)
H (1.6517, -2.7056, 0.0647)
C (-2.6478, 0.6643, 0.0533)
O (3.2709, 2.9457, -0.6795)
O (3.6554, -0.3797, 1.5812)
N (-3.6794, 1.4946, -0.4538)
S (1.9651, 2.5028, -0.2199)
H (1.6169, -1.5403, 2.2977)
H (-0.3147, -0.1314, -1.8926)
H (-3.9313, 1.2822, -1.4041)
H (-1.1407, -2.5337, -0.6116)
C (1.1739, -1.1111, 1.3891)
H (-0.1784, 0.2032, -0.1916)
C (-0.6478, -0.4770, -0.9034)
O (0.9296, 2.3237, -1.2349)
N (2.0110, 1.3941, 0.9218)
H (0.2719, -2.2813, -1.6301)
H (-3.4410, 2.4687, -0.3616)
N (-2.1231, -0.2773, -0.8543)